C20H35AlBr6Cl7F3LiO8PS | the ωB97M-V functional and the def2-TZVPD basis

Output
HOMO level ... -9.8 eV
Kohn-Sham gap ... 0.942 eV
Total charge ... +2
E_LUMO ... -8.87 eV

Element x y z (Å)
1 C -0.30 -4.41 -0.77
2 C 0.54 -3.99 -1.97
3 P 2.30 -4.50 -1.79
4 C 2.65 -4.84 -0.03
5 S 3.53 -2.71 -2.39
6 C 4.50 -2.18 -0.94
7 C 5.61 -3.16 -0.70
8 C 5.83 -3.38 0.79
9 Br 7.21 -2.44 -1.60
10 C 2.39 -1.39 -2.93
11 C 1.69 -0.42 -1.97
12 O 2.22 0.88 -2.14
13 C 1.65 -0.66 -0.48
14 F 1.47 -1.93 -0.16
15 F 2.70 -0.16 0.12
16 F 0.60 0.00 0.01
17 H 0.11 -4.04 0.16
18 H -0.40 -5.48 -0.69
19 H -1.26 -3.95 -0.85
20 H 0.42 -2.92 -2.04
21 H 0.12 -4.47 -2.83
22 H 1.86 -5.46 0.35
23 H 2.81 -3.97 0.59
24 H 3.56 -5.42 -0.03
25 H 5.04 -1.23 -1.05
26 H 3.91 -2.12 -0.05
27 H 5.41 -4.12 -1.15
28 H 6.62 -2.75 1.15
29 H 6.05 -4.41 0.99
30 H 4.96 -3.10 1.37
31 H 1.65 -1.90 -3.52
32 H 2.95 -0.82 -3.64
33 H 0.65 -0.34 -2.27
34 H 1.64 1.34 -2.74
35 C -0.42 3.51 0.76
36 Br -1.84 4.26 1.84
37 Br -0.89 3.54 -1.10
38 Br 1.26 4.37 1.09
39 H -0.32 2.48 1.07
40 C -5.22 5.10 0.15
41 O -6.07 5.45 -0.78
42 H -4.90 4.02 0.13
43 H -4.25 5.66 0.17
44 H -5.60 5.18 1.20
45 Li -2.22 6.55 2.97
46 O 8.67 -1.85 1.99
47 H 8.60 -2.03 1.04
48 Al 6.10 0.31 -1.85
49 C 5.77 1.65 1.86
50 C 6.23 0.16 1.92
51 O 7.08 -0.14 1.02
52 O 5.74 -0.53 2.80
53 H 6.27 2.18 1.04
54 H 4.70 1.70 1.71
55 H 6.02 2.13 2.79
56 Br -3.94 -5.58 -1.75
57 C -5.12 -4.09 -2.15
58 C -4.42 -3.04 -2.97
59 Br -3.19 -1.96 -1.89
60 H -5.48 -3.71 -1.20
61 H -5.94 -4.52 -2.71
62 H -5.13 -2.34 -3.37
63 H -3.83 -3.47 -3.77
64 C -5.66 0.28 -6.10
65 Cl -4.86 1.45 -7.15
66 Cl -6.04 -1.17 -7.02
67 Cl -4.58 -0.15 -4.76
68 Cl -7.14 0.98 -5.45
69 C -7.89 6.33 4.18
70 C -7.62 4.86 3.98
71 O -6.22 4.87 3.62
72 C -5.68 5.99 4.10
73 O -4.49 6.21 4.12
74 O -6.59 6.83 4.57
75 H -8.63 6.54 4.95
76 H -8.19 6.83 3.25
77 H -7.73 4.28 4.90
78 H -8.21 4.40 3.20
79 C 2.22 1.37 4.06
80 Cl 3.75 2.23 4.16
81 Cl 2.34 -0.23 4.77
82 Cl 0.91 2.30 4.80
83 H 1.98 1.25 3.02

***

C20H35AlCl33NO2P | the ωB97M-V functional and the def2-TZVPD basis

Output
Relative energy (zero: lowest compared OMol25 entry of this formula, charge and spin) ... 3.7722 eV
HOMO level ... -4.0 eV
Kohn-Sham gap ... 5.506 eV
Total charge ... -1
E_LUMO ... 1.54 eV

Element x y z (Å)
1 C 0.12 3.35 1.34
2 C 1.74 3.44 1.74
3 C 2.26 2.03 2.42
4 N 2.05 0.80 1.56
5 Al 3.44 0.58 0.23
6 C 2.75 -0.94 -1.03
7 C 1.11 -1.08 -1.00
8 C 0.30 0.31 -1.28
9 C -0.04 0.56 -2.90
10 O -0.38 2.01 -3.01
11 C -1.79 2.22 -2.62
12 P 5.54 0.11 1.11
13 C 6.69 -0.19 -0.40
14 O 5.38 -1.42 1.92
15 H -0.38 4.42 1.30
16 H -0.05 2.87 0.28
17 H -0.41 2.63 2.12
18 H 2.40 3.76 0.81
19 H 1.79 4.26 2.60
20 H 1.58 1.87 3.39
21 H 3.36 2.19 2.79
22 H 2.10 -0.06 2.15
23 H 3.49 1.89 -0.71
24 H 3.20 -0.87 -2.12
25 H 3.17 -1.95 -0.55
26 H 0.81 -1.45 0.09
27 H 0.76 -1.91 -1.79
28 H 0.84 1.29 -0.93
29 H -0.73 0.26 -0.68
30 H -0.92 -0.12 -3.29
31 H 0.98 0.39 -3.46
32 H -2.45 1.52 -3.28
33 H -2.00 2.11 -1.47
34 H -2.06 3.34 -2.89
35 H 7.79 0.12 -0.11
36 H 6.34 0.45 -1.33
37 H 6.67 -1.34 -0.71
38 H 5.04 -2.06 1.20
39 C -3.13 -1.51 -4.84
40 Cl -1.54 -2.22 -4.50
41 Cl -4.08 -2.59 -5.87
42 Cl -3.99 -1.17 -3.33
43 H -2.98 -0.57 -5.37
44 C -6.09 -5.77 -4.54
45 Cl -6.90 -5.56 -2.98
46 Cl -5.14 -7.27 -4.55
47 Cl -7.26 -5.77 -5.86
48 H -5.40 -4.93 -4.69
49 C 9.29 0.78 3.26
50 Cl 9.39 2.39 2.53
51 Cl 9.56 0.87 5.01
52 Cl 7.71 0.05 2.92
53 H 10.06 0.15 2.82
54 C -3.52 -7.34 -8.59
55 Cl -3.56 -5.83 -7.67
56 Cl -4.21 -8.67 -7.63
57 Cl -4.38 -7.16 -10.12
58 H -2.47 -7.58 -8.80
59 C -7.75 -0.82 -4.81
60 Cl -9.25 0.10 -4.63
61 Cl -8.08 -2.42 -5.49
62 Cl -6.59 0.06 -5.82
63 H -7.30 -0.95 -3.82
64 C -1.69 -1.90 1.90
65 Cl -2.31 -1.89 0.24
66 Cl -0.91 -0.35 2.28
67 Cl -3.00 -2.23 3.04
68 H -0.95 -2.69 1.98
69 C -5.14 -4.02 6.15
70 Cl -5.59 -2.82 4.93
71 Cl -3.64 -3.55 6.96
72 Cl -6.45 -4.23 7.33
73 H -4.98 -4.98 5.65
74 C 1.38 1.14 -6.87
75 Cl 0.86 2.68 -6.18
76 Cl 0.43 -0.20 -6.21
77 Cl 1.26 1.17 -8.64
78 H 2.43 0.98 -6.61
79 C 0.70 1.81 6.67
80 Cl 0.12 0.71 5.40
81 Cl 1.03 3.41 5.99
82 Cl -0.47 1.92 7.99
83 H 1.64 1.41 7.07
84 C 2.97 7.46 1.33
85 Cl 2.15 7.67 2.89
86 Cl 3.91 5.96 1.32
87 Cl 1.79 7.46 0.01
88 H 3.66 8.30 1.18
89 C -0.44 3.08 12.12
90 Cl 0.78 1.79 12.19
91 Cl 0.11 4.39 11.06
92 Cl -1.99 2.43 11.56
93 H -0.58 3.48 13.12

***

C20H35AsCl3CsGeN3O6S2 | the ωB97M-V functional and the def2-TZVPD basis

Output
<S²> ... 0.759
Relative energy (zero: lowest compared OMol25 entry of this formula, charge and spin) ... 0.1451 eV
HOMO level (alpha / beta) ... -1.9 / -1.9 eV
Kohn-Sham gap (alpha / beta) ... 5.471 / 5.449 eV
Total charge ... -2
E_LUMO (alpha / beta) ... 3.56 / 3.54 eV
Spin multiplicity ... 2

Element x y z (Å)
1 Cs -0.81 -0.76 0.08
2 C -2.93 2.33 2.01
3 N -2.37 1.06 2.43
4 C -3.38 0.10 2.83
5 C -1.36 1.24 3.47
6 C -0.12 1.94 2.97
7 C 0.28 3.22 3.35
8 C 1.43 3.79 2.79
9 C 2.19 3.12 1.84
10 C 1.82 1.83 1.42
11 C 0.70 1.36 2.05
12 H -3.46 2.84 2.84
13 H -3.63 2.17 1.19
14 H -2.15 2.99 1.65
15 H -3.95 0.44 3.71
16 H -2.92 -0.86 3.05
17 H -4.08 -0.04 2.01
18 H -1.09 0.25 3.83
19 H -1.77 1.81 4.33
20 H -0.30 3.79 4.07
21 H 1.72 4.79 3.09
22 H 3.06 3.61 1.41
23 H 2.33 1.26 0.66
24 O -3.41 -2.01 -3.47
25 C -2.71 -1.64 -2.50
26 O -2.54 -0.47 -2.06
27 C -1.86 -2.73 -1.77
28 O -0.67 -2.87 -2.18
29 O -2.34 -3.26 -0.74
30 C 2.45 0.32 -4.17
31 As 1.20 -0.86 -3.25
32 C 2.19 -2.49 -2.99
33 C -0.23 -1.10 -4.53
34 O 0.83 -0.10 -1.84
35 H 2.83 -0.12 -5.09
36 H 3.27 0.54 -3.49
37 H 1.92 1.24 -4.40
38 H 2.69 -2.76 -3.93
39 H 1.47 -3.25 -2.69
40 H 2.92 -2.33 -2.21
41 H 0.09 -0.74 -5.51
42 H -1.10 -0.54 -4.18
43 H -0.51 -2.15 -4.55
44 Cl -3.59 -4.33 2.66
45 Ge -1.56 -4.54 1.69
46 Cl -0.68 -2.48 2.75
47 Cl -0.49 -5.90 3.38
48 O -2.10 4.01 -1.04
49 S -1.39 2.71 -1.19
50 C -1.54 2.24 -2.93
51 C -0.88 3.38 -3.67
52 C 0.44 3.69 -2.95
53 C 0.35 3.15 -1.51
54 H -2.58 2.02 -3.15
55 H -1.00 1.29 -2.99
56 H -1.54 4.25 -3.63
57 H -0.72 3.14 -4.72
58 H 0.66 4.75 -2.96
59 H 1.27 3.18 -3.45
60 H 0.62 3.87 -0.73
61 H 0.92 2.23 -1.39
62 C 2.22 -3.85 4.50
63 N 3.14 -3.30 3.52
64 C 3.09 -3.52 2.20
65 N 2.17 -4.37 1.75
66 S 4.21 -2.78 1.18
67 H 2.37 -3.34 5.45
68 H 2.38 -4.92 4.64
69 H 1.18 -3.69 4.18
70 H 3.87 -2.67 3.81
71 H 1.44 -4.76 2.34
72 H 2.06 -4.42 0.75

***

C20H35BFN9OP | the ωB97M-V functional and the def2-TZVPD basis

Output
HOMO level ... -3.9 eV
Kohn-Sham gap ... 5.494 eV
Total charge ... -1
E_LUMO ... 1.60 eV

Element x y z (Å)
1 C 0.60 1.68 -0.84
2 C -0.65 1.84 -1.92
3 B -1.86 0.79 -1.53
4 F -1.33 -0.22 -0.58
5 P -3.36 1.72 -0.77
6 O -3.42 1.40 0.78
7 H 1.10 0.62 -0.98
8 H 0.14 1.71 0.25
9 H 1.36 2.55 -1.03
10 H -1.09 2.94 -1.80
11 H -0.29 1.60 -3.01
12 H -2.18 0.23 -2.51
13 H -3.33 3.15 -0.98
14 H -4.55 1.17 -1.43
15 C 1.70 -2.45 0.27
16 C 3.00 -1.69 0.15
17 N 4.09 -1.06 0.04
18 H 1.02 -2.17 -0.53
19 H 1.89 -3.53 0.22
20 H 1.22 -2.22 1.23
21 C -4.30 -2.21 -3.96
22 C -3.00 -1.45 -4.08
23 N -1.91 -0.82 -4.19
24 H -4.98 -1.93 -4.76
25 H -4.11 -3.29 -4.01
26 H -4.78 -1.98 -3.00
27 C 5.53 -0.17 2.93
28 C 5.77 -0.56 4.38
29 N 5.97 -0.88 5.58
30 H 6.48 -0.18 2.38
31 H 4.84 -0.88 2.46
32 H 5.10 0.83 2.88
33 C 6.59 3.55 5.12
34 C 6.38 3.41 3.62
35 N 6.20 3.29 2.38
36 H 7.04 2.63 5.52
37 H 7.26 4.39 5.32
38 H 5.64 3.73 5.62
39 C 5.98 0.31 -2.57
40 C 5.80 0.49 -4.07
41 N 5.65 0.64 -5.31
42 H 6.90 -0.25 -2.37
43 H 6.04 1.29 -2.08
44 H 5.13 -0.24 -2.16
45 C -7.50 -5.48 -3.66
46 C -6.02 -5.19 -3.47
47 N -4.79 -4.95 -3.32
48 H -7.70 -5.75 -4.71
49 H -7.80 -6.32 -3.02
50 H -8.09 -4.60 -3.40
51 C 2.40 4.42 1.65
52 C 1.00 4.57 1.06
53 N -0.15 4.69 0.57
54 H 2.38 4.69 2.71
55 H 2.74 3.39 1.55
56 H 3.09 5.08 1.12
57 C -11.00 -3.15 -2.24
58 C -10.11 -3.42 -3.44
59 N -9.36 -3.65 -4.43
60 H -11.62 -4.02 -2.03
61 H -10.39 -2.92 -1.36
62 H -11.65 -2.29 -2.45
63 C 2.61 1.12 6.90
64 C 2.43 1.30 5.40
65 N 2.28 1.44 4.16
66 H 3.53 0.56 7.10
67 H 2.67 2.09 7.39
68 H 1.76 0.57 7.31

***

C20H35Cl2N4O3SSm | the ωB97M-V functional and the def2-TZVPD basis

Output
<S²> ... 8.788
HOMO level (alpha / beta) ... -5.5 / -5.5 eV
Kohn-Sham gap (alpha / beta) ... 5.723 / 5.734 eV
Total charge ... 0
E_LUMO (alpha / beta) ... 0.22 / 0.22 eV
Spin multiplicity ... 6

Element x y z (Å)
1 O -2.60 -0.93 -2.90
2 C -2.39 -2.09 -3.24
3 C -2.46 -3.24 -2.31
4 C -2.94 -3.06 -1.00
5 H -2.99 -2.04 -0.59
6 C -3.36 -4.16 -0.25
7 H -3.74 -3.99 0.76
8 C -3.27 -5.45 -0.79
9 H -3.69 -6.29 -0.24
10 C -2.67 -5.65 -2.04
11 H -2.52 -6.67 -2.41
12 C -2.27 -4.54 -2.80
13 H -1.80 -4.68 -3.77
14 H -2.08 -2.37 -4.27
15 C 2.35 -1.75 -2.08
16 C 1.91 -1.93 -0.69
17 H 2.61 -2.69 -2.59
18 H 3.20 -1.04 -2.16
19 H 1.53 -1.32 -2.68
20 C 1.65 -3.00 0.02
21 C 2.39 -4.32 0.18
22 H 0.72 -3.04 0.62
23 H 1.82 -5.15 -0.27
24 H 2.52 -4.57 1.24
25 H 3.39 -4.27 -0.27
26 Sm 1.06 -0.09 0.41
27 Cl -0.59 -1.41 1.96
28 Cl 3.51 -0.32 1.23
29 C 1.50 1.48 3.11
30 O 1.05 1.77 1.96
31 N 2.21 2.34 3.83
32 C 2.64 3.65 3.34
33 C 2.72 1.94 5.14
34 H 1.35 0.47 3.53
35 H 2.29 3.81 2.32
36 H 3.73 3.72 3.39
37 H 2.23 4.43 4.00
38 H 2.34 0.94 5.36
39 H 2.36 2.65 5.89
40 H 3.81 1.94 5.13
41 H 2.43 3.71 -3.43
42 H 0.12 3.59 -4.79
43 C 2.43 2.62 -3.55
44 C 0.26 2.50 -4.75
45 N 1.06 2.12 -3.59
46 H 3.00 2.15 -2.74
47 C 0.51 1.44 -2.60
48 O 1.14 1.11 -1.55
49 H -0.71 2.00 -4.66
50 H -0.55 1.16 -2.73
51 H 2.90 2.40 -4.52
52 H 0.76 2.18 -5.67
53 C -4.15 2.55 2.87
54 N -3.04 1.72 2.38
55 C -2.17 2.19 1.44
56 S -1.81 1.32 0.03
57 N -1.62 3.40 1.68
58 C -1.41 3.91 3.04
59 H -3.83 3.59 2.96
60 H -4.45 2.18 3.85
61 H -5.01 2.49 2.20
62 H -3.31 0.75 2.19
63 H -0.92 3.66 1.00
64 H -0.34 3.95 3.26
65 H -1.81 4.93 3.10
66 H -1.92 3.27 3.76

***

C20H35ClIrN5O5 | the ωB97M-V functional and the def2-TZVPD basis

Output
<S²> ... 0.759
Relative energy (zero: lowest compared OMol25 entry of this formula, charge and spin) ... 2.7955 eV
HOMO level (alpha / beta) ... -16.3 / -16.3 eV
Kohn-Sham gap (alpha / beta) ... 7.861 / 4.419 eV
Total charge ... +3
E_LUMO (alpha / beta) ... -8.41 / -11.84 eV
Spin multiplicity ... 2

Element x y z (Å)
1 Ir 1.49 -0.59 -0.48
2 N 2.02 -2.37 0.51
3 C 3.41 -2.22 1.01
4 C 4.24 -1.75 -0.16
5 N 3.57 -0.62 -0.94
6 C 3.74 -0.96 -2.42
7 C 2.50 -0.73 -3.24
8 N 1.33 -1.25 -2.48
9 C 4.19 0.72 -0.58
10 C 3.00 1.18 1.45
11 N 1.79 0.30 1.42
12 H 1.38 -2.59 1.27
13 H 1.93 -3.16 -0.13
14 H 3.80 -3.17 1.39
15 H 3.42 -1.52 1.84
16 H 4.33 -2.60 -0.83
17 H 5.25 -1.48 0.12
18 H 3.95 -2.02 -2.47
19 H 4.62 -0.45 -2.83
20 H 2.61 -1.25 -4.20
21 H 2.32 0.32 -3.46
22 H 1.27 -2.27 -2.52
23 H 0.47 -0.92 -2.91
24 H 4.43 1.26 -1.49
25 H 5.10 0.54 -0.01
26 H 2.77 2.10 1.99
27 H 3.82 0.67 1.95
28 H 0.94 0.86 1.59
29 H 1.84 -0.36 2.20
30 O -0.41 -2.98 -0.74
31 C -1.01 -2.05 -0.22
32 O -0.53 -0.86 0.01
33 C -2.41 -2.33 0.34
34 N -3.14 -1.04 0.69
35 C -4.37 -0.95 -0.21
36 C -4.06 -1.90 -1.35
37 C -3.33 -3.04 -0.65
38 H -2.27 -2.90 1.26
39 H -2.52 -0.24 0.55
40 H -3.42 -1.03 1.67
41 H -4.52 0.09 -0.49
42 H -5.23 -1.29 0.37
43 H -3.42 -1.41 -2.09
44 H -4.96 -2.22 -1.86
45 H -2.76 -3.69 -1.31
46 H -4.04 -3.67 -0.11
47 C -1.24 2.95 3.26
48 C -2.19 2.83 2.10
49 C -3.52 3.24 2.21
50 C -4.39 3.18 1.13
51 Cl -6.00 3.72 1.31
52 C -3.95 2.70 -0.10
53 C -2.65 2.25 -0.23
54 C -1.79 2.33 0.86
55 O -0.45 1.90 0.72
56 C 0.27 2.50 -0.30
57 C 1.06 1.46 -1.16
58 O 1.52 1.79 -2.19
59 O 3.33 1.56 0.14
60 H -1.79 2.99 4.20
61 H -0.66 3.87 3.18
62 H -0.55 2.11 3.31
63 H -3.87 3.63 3.16
64 H -4.63 2.71 -0.94
65 H -2.28 1.90 -1.18
66 H 1.05 3.17 0.06
67 H -0.37 3.03 -1.01

***

Number 1: calculated total energy -580652.1350 eV. Number 2: calculated total energy -456015.4981 eV. Number 3: calculated total energy -215208.5521 eV. Number 4: calculated total energy -49440.2609 eV. Number 5: calculated total energy -87196.5027 eV. Number 6: calculated total energy -54332.6802 eV.